(1)
Density functional theory data (wB97M-V/def2-TZVPD) for a single C6H10O molecule.

Last column: Mulliken charge in e.
Cartesian coordinates (Å):
O -2.58 0.07 1.26  -0.53
C -1.48 0.50 0.54  0.04
C 0.71 0.78 0.94  -1.15
C 1.34 -0.55 0.61  -0.22
C 1.30 -0.51 -0.91  -0.60
C -0.04 0.01 -1.37  -0.30
C -1.26 -0.02 -0.76  -0.51
H -2.90 -0.79 0.95  0.33
H -1.34 1.55 0.74  0.37
H 0.56 1.05 1.98  0.41
H 1.25 1.60 0.41  0.32
H 0.72 -1.35 1.01  0.25
H 2.37 -0.70 0.98  0.30
H 2.11 0.14 -1.28  0.29
H 1.46 -1.48 -1.40  0.29
H -0.07 0.17 -2.45  0.36
H -2.12 -0.41 -1.33  0.36

Calculated values
Relative energy (zero: lowest compared OMol25 entry of this formula, charge and spin) in kcal/mol: 89.21
Lowest unoccupied orbital energy in eV: 0.550
Calculated total energy in eV: -8427.3720
Maximum force in eV Å⁻¹: 0.94
HOMO-LUMO gap in eV: 8.10



(2)
Density functional theory data (wB97M-V/def2-TZVPD) for a molecular structure, C34H29NO4P2RhS3.

Last column: Mulliken charge in e.
Cartesian coordinates (Å):
Rh 1.25 -0.57 -0.83  0.03
S 1.17 1.06 -2.69  -0.45
P -0.28 1.62 -1.41  1.59
C -0.72 0.29 -0.47  -1.63
P -1.47 -1.08 -1.08  1.98
S 0.01 -2.08 -2.09  -0.60
C -2.08 -2.11 0.29  0.16
C -2.67 -1.47 1.37  -0.12
C -3.16 -2.22 2.43  -0.72
C -3.04 -3.60 2.42  -0.43
C -2.42 -4.24 1.35  -0.74
C -1.94 -3.49 0.28  -0.37
C -2.93 -0.85 -2.15  0.71
C -4.23 -1.13 -1.73  -0.44
C -5.30 -0.81 -2.55  -0.73
C -5.08 -0.21 -3.79  -0.56
C -3.79 0.06 -4.21  -0.63
C -2.72 -0.26 -3.39  -0.50
C 0.39 2.89 -0.30  0.43
C 0.22 2.77 1.08  -0.09
C 0.73 3.74 1.93  -0.71
C 1.42 4.83 1.41  -0.43
C 1.59 4.95 0.04  -0.70
C 1.08 3.98 -0.81  -0.55
C -1.67 2.48 -2.22  0.36
C -2.91 2.50 -1.60  -0.12
C -4.00 3.08 -2.23  -0.62
C -3.85 3.65 -3.49  -0.45
C -2.61 3.63 -4.12  -0.71
C -1.52 3.04 -3.49  -0.15
H -2.72 -0.39 1.39  0.28
H -3.61 -1.72 3.28  0.41
H -3.40 -4.19 3.26  0.37
H -2.29 -5.31 1.35  0.38
H -1.43 -3.97 -0.54  0.41
H -4.40 -1.59 -0.77  0.33
H -6.31 -1.02 -2.22  0.41
H -5.92 0.05 -4.42  0.38
H -3.61 0.54 -5.16  0.42
H -1.70 -0.05 -3.71  0.32
H -0.29 1.89 1.46  0.31
H 0.61 3.63 3.00  0.41
H 1.82 5.58 2.08  0.38
H 2.14 5.79 -0.37  0.37
H 1.25 4.06 -1.88  0.34
H -3.02 2.03 -0.63  0.28
H -4.97 3.08 -1.75  0.42
H -4.71 4.09 -3.98  0.39
H -2.50 4.07 -5.10  0.39
H -0.56 2.99 -3.99  0.37
C 5.05 -2.29 5.48  -1.44
C 4.77 -1.74 4.11  1.06
C 5.74 -1.79 3.11  -0.71
C 5.47 -1.30 1.84  -0.56
C 4.22 -0.77 1.56  -0.20
C 3.25 -0.69 2.55  -0.26
C 3.53 -1.18 3.81  -0.81
S 3.88 -0.17 -0.08  1.62
O 5.13 0.33 -0.57  -0.77
O 2.79 0.81 0.08  -0.48
N 3.23 -1.32 -0.96  -0.63
C 3.20 -2.68 -0.43  -0.75
C 2.09 -2.87 0.62  0.94
O 2.09 -3.85 1.34  -0.78
O 1.23 -1.90 0.69  -0.62
H 6.04 -2.75 5.54  0.34
H 4.31 -3.04 5.76  0.32
H 5.00 -1.50 6.24  0.32
H 6.71 -2.22 3.33  0.29
H 6.23 -1.33 1.06  0.45
H 2.28 -0.27 2.32  0.46
H 2.77 -1.13 4.58  0.36
H 4.14 -3.01 0.01  0.27
H 2.98 -3.36 -1.26  0.37

Calculated values
Relative energy (zero: lowest compared OMol25 entry of this formula, charge and spin) in kcal/mol: 0.00
Lowest unoccupied orbital energy in eV: 2.559
Calculated total energy in eV: -99504.4075
Total charge: -1
Maximum force in eV Å⁻¹: 0.75
HOMO-LUMO gap in eV: 7.40



(3)
Density functional theory data (wB97M-V/def2-TZVPD) for a single C3H7NO2 molecule at a distorted geometry.

Last column: Löwdin spin population.
Cartesian coordinates (Å):
C -0.21 -0.28 -0.60  0.05
C 0.91 0.80 1.46  0.01
C -0.37 0.80 0.65  0.02
N 0.77 -1.02 -0.56  0.12
O -1.22 -1.23 -2.41  0.93
O -1.22 -0.18 -1.49  0.79
H 1.01 -0.22 2.09  0.00
H 1.66 0.65 0.71  0.00
H 0.95 1.76 1.89  0.00
H -1.37 0.76 1.26  0.00
H -0.45 1.82 0.29  0.00
H 1.04 -1.67 -1.33  0.01
H -1.49 -1.99 -1.96  0.07

Calculated values
Relative energy (zero: lowest compared OMol25 entry of this formula, charge and spin) in kcal/mol: 101.12
Lowest unoccupied orbital energy (alpha / beta) in eV: 0.886 / -3.078
2S+1: 3
Calculated total energy in eV: -8799.8941
Maximum force in eV Å⁻¹: 14.25
HOMO-LUMO gap (alpha / beta) in eV: 6.40 / 7.44



(4)
Density functional theory data (wB97M-V/def2-TZVPD) for a molecular structure, C13H33ClCoIN2O2P2 at a distorted geometry.

Last column: Löwdin spin population.
Cartesian coordinates (Å):
C -6.16 4.03 -3.26  0.05
C -5.63 2.75 -2.70  0.06
H -7.21 3.87 -3.56  0.00
H -5.57 4.33 -4.14  0.00
H -6.11 4.82 -2.50  0.00
O -6.18 1.68 -2.57  0.45
I -3.56 2.89 -2.06  0.35
Co 0.06 0.68 -0.27  2.63
P -1.09 1.11 1.60  0.06
C -1.37 -0.29 2.72  0.01
C 0.09 2.21 2.47  0.02
H -0.35 2.57 3.40  0.00
H -2.93 2.41 2.48  0.00
H 0.33 3.05 1.81  0.00
H -2.56 2.82 0.77  0.00
H -0.52 -1.00 2.67  0.00
H 1.02 1.66 2.70  0.00
C -2.66 2.00 1.50  0.01
H -1.51 0.08 3.75  0.00
H -3.43 1.31 1.15  0.00
H -2.29 -0.80 2.39  0.00
P 0.15 0.00 -2.41  0.05
C 0.22 -1.77 -2.78  0.01
C -1.10 0.56 -3.59  0.01
H 1.56 1.90 -2.89  0.00
H 1.93 0.54 -4.00  0.00
H 2.52 0.51 -2.31  0.00
C 1.70 0.81 -2.97  0.01
H -1.29 1.63 -3.43  0.00
H -0.74 0.38 -4.61  0.00
H 0.59 -1.93 -3.80  0.00
H -0.81 -2.16 -2.72  0.00
H -2.02 0.00 -3.40  0.00
H 0.84 -2.31 -2.06  0.00
Cl -0.36 2.80 -0.97  0.20
C 3.55 -1.96 -0.73  0.00
N 3.16 -2.25 0.64  0.00
C 4.19 -2.86 1.47  0.00
C 2.08 -1.58 1.12  0.01
O 1.52 -0.72 0.38  0.05
N 1.60 -1.86 2.41  0.00
C 1.37 -3.24 2.86  0.00
C 2.08 -0.96 3.47  0.00
H 4.30 -1.17 -0.75  0.00
H 2.67 -1.65 -1.30  0.00
H 3.97 -2.86 -1.18  0.00
H 4.45 -2.25 2.36  0.00
H 3.94 -3.88 1.80  0.00
H 5.08 -2.92 0.85  0.00
H 2.20 -3.63 3.47  0.00
H 0.47 -3.26 3.48  0.00
H 1.21 -3.89 2.00  0.00
H 2.22 0.05 3.07  0.00
H 1.34 -0.93 4.28  0.00
H 3.03 -1.31 3.90  0.00

Calculated values
Lowest unoccupied orbital energy (alpha / beta) in eV: -6.657 / -10.966
2S+1: 5
Calculated total energy in eV: -97904.5197
Total charge: +2
Maximum force in eV Å⁻¹: 3.44
HOMO-LUMO gap (alpha / beta) in eV: 7.41 / 3.36



(5)
Density functional theory data (wB97M-V/def2-TZVPD) for a single C2H4N4O molecule at a distorted geometry.

Last column: Mulliken charge in e.
Cartesian coordinates (Å):
H -2.71 0.62 -0.27  0.22
N -2.18 -0.35 -0.17  -0.63
C -0.99 -0.21 0.09  0.56
N -0.43 1.03 0.47  -0.15
N 0.89 1.18 -0.22  -0.48
C 1.57 0.12 -0.13  0.07
N 1.04 -1.04 0.38  -0.31
O -0.21 -1.24 -0.06  -0.23
H -0.94 1.85 0.41  0.30
H 2.53 0.01 -0.64  0.34
H 1.43 -1.99 0.15  0.31

Calculated values
Relative energy (zero: lowest compared OMol25 entry of this formula, charge and spin) in kcal/mol: 98.75
Lowest unoccupied orbital energy in eV: 0.699
Calculated total energy in eV: -10142.8526
Maximum force in eV Å⁻¹: 5.63
HOMO-LUMO gap in eV: 9.99



(6)
Density functional theory data (wB97M-V/def2-TZVPD) for a gas-phase ion, C4H9IN (charge +1) at a distorted geometry.

Last column: Mulliken charge in e.
Cartesian coordinates (Å):
C 0.28 -1.08 1.22  -1.68
C -0.80 -0.44 0.56  0.25
C -0.34 0.31 -1.05  -0.46
N 1.18 0.41 -1.20  -0.18
C -0.81 1.02 0.15  -0.66
I -2.90 1.78 -0.22  0.11
H 0.76 -0.27 1.85  0.36
H 1.03 -1.54 0.66  0.45
H 0.05 -1.83 1.95  0.39
H -1.71 -1.02 0.44  0.40
H -1.00 -0.21 -1.67  0.47
H 1.52 1.14 -0.61  0.38
H 1.66 0.40 -2.11  0.36
H 1.35 -0.47 -0.61  0.24
H -0.26 1.79 0.62  0.57

Calculated values
Relative energy (zero: lowest compared OMol25 entry of this formula, charge and spin) in kcal/mol: 70.41
Lowest unoccupied orbital energy in eV: -3.911
Calculated total energy in eV: -13874.8488
Total charge: +1
Maximum force in eV Å⁻¹: 4.58
HOMO-LUMO gap in eV: 9.13



(7)
Density functional theory data (wB97M-V/def2-TZVPD) for a molecular structure, C44H76N2O7PS3SeTi.

Last column: Löwdin spin population.
Cartesian coordinates (Å):
Ti -0.11 -0.95 -0.57  1.02
C 2.41 0.11 1.16  0.00
O 1.07 -0.36 1.15  0.01
C 0.60 -1.01 2.33  0.00
C -0.79 -0.48 2.57  0.00
O -1.48 -0.52 1.30  0.01
C -2.59 0.38 1.30  0.00
C -3.46 0.08 0.12  0.00
O -2.70 0.39 -1.03  0.01
C -3.43 0.28 -2.23  0.00
H 2.51 0.86 1.95  0.00
H 2.61 0.54 0.18  0.00
H 3.10 -0.72 1.34  0.00
H 1.24 -0.77 3.18  0.00
H 0.61 -2.09 2.16  0.00
H -0.73 0.55 2.91  0.00
H -1.33 -1.10 3.29  0.00
H -2.22 1.41 1.24  0.00
H -3.16 0.25 2.23  0.00
H -4.36 0.72 0.18  0.00
H -3.77 -0.97 0.11  0.00
H -2.78 0.59 -3.04  0.00
H -4.32 0.93 -2.19  0.00
H -3.74 -0.76 -2.40  0.00
C 0.65 -7.29 -4.82  0.00
C 0.40 -7.43 -3.32  0.00
C 1.38 -8.45 -2.73  0.00
C -1.02 -7.98 -3.12  0.00
C 0.59 -6.07 -2.64  0.00
C -0.42 -5.41 -1.98  0.02
C -0.19 -4.17 -1.39  0.03
Se -1.58 -3.16 -0.59  0.41
C -0.89 -1.32 -2.64  0.29
C -1.51 -1.99 -3.67  0.02
C -1.44 -1.50 -4.97  0.01
C -0.71 -0.33 -5.18  0.00
C -0.03 0.37 -4.18  0.02
C -0.16 -0.14 -2.88  0.06
O 0.42 0.41 -1.77  -0.01
C 0.79 1.60 -4.57  0.01
C 1.78 1.21 -5.68  0.00
C 1.61 2.20 -3.42  0.00
C -0.16 2.69 -5.09  0.00
C -2.11 -2.20 -6.16  0.00
C -1.06 -2.56 -7.21  0.00
C -3.16 -1.26 -6.79  0.00
C -2.82 -3.49 -5.74  0.00
C 1.06 -3.54 -1.45  0.03
O 1.25 -2.35 -0.89  0.04
C 2.10 -4.19 -2.16  0.00
C 1.83 -5.43 -2.72  0.02
C 3.44 -3.48 -2.36  0.00
C 4.10 -3.19 -1.00  0.00
C 3.21 -2.16 -3.12  0.00
C 4.42 -4.32 -3.18  0.00
H 0.50 -8.25 -5.33  0.00
H 1.66 -6.95 -5.03  0.00
H -0.05 -6.57 -5.25  0.00
H 1.26 -9.42 -3.22  0.00
H 1.21 -8.58 -1.66  0.00
H 2.42 -8.13 -2.87  0.00
H -1.11 -8.95 -3.61  0.00
H -1.77 -7.31 -3.55  0.00
H -1.25 -8.11 -2.06  0.00
H -1.42 -5.83 -1.91  0.00
H -2.04 -2.91 -3.46  0.00
H -0.66 0.07 -6.19  0.00
H 2.43 0.40 -5.34  0.00
H 2.41 2.07 -5.93  0.00
H 1.28 0.89 -6.59  0.00
H 2.32 1.47 -3.02  0.00
H 0.98 2.55 -2.61  0.00
H 2.18 3.05 -3.81  0.00
H -0.77 2.33 -5.92  0.00
H 0.41 3.56 -5.43  0.00
H -0.82 3.01 -4.28  0.00
H -0.55 -1.67 -7.59  0.00
H -1.52 -3.07 -8.06  0.00
H -0.30 -3.22 -6.78  0.00
H -2.70 -0.34 -7.14  0.00
H -3.92 -1.01 -6.06  0.00
H -3.64 -1.75 -7.64  0.00
H -2.12 -4.20 -5.29  0.00
H -3.27 -3.96 -6.61  0.00
H -3.61 -3.29 -5.01  0.00
H 2.62 -5.93 -3.27  0.00
H 3.46 -2.58 -0.38  0.00
H 5.05 -2.67 -1.15  0.00
H 4.30 -4.13 -0.48  0.00
H 2.58 -1.48 -2.56  0.00
H 2.73 -2.35 -4.08  0.00
H 4.17 -1.67 -3.31  0.00
H 4.65 -5.27 -2.69  0.00
H 5.35 -3.77 -3.30  0.00
H 4.03 -4.53 -4.18  0.00
S -1.22 3.27 -1.11  0.00
C -2.68 3.94 -0.67  0.00
N -3.71 4.10 -1.54  0.00
C -4.99 4.70 -1.19  0.00
C -4.79 5.67 -0.04  0.00
C -4.10 4.95 1.10  0.00
N -2.89 4.31 0.61  0.00
H -3.51 3.82 -2.48  0.00
H -5.72 3.94 -0.90  0.00
H -5.38 5.22 -2.07  0.00
H -5.76 6.06 0.29  0.00
H -4.18 6.51 -0.37  0.00
H -4.79 4.21 1.54  0.00
H -3.83 5.64 1.90  0.00
H -2.09 4.18 1.22  0.00
C 1.69 5.86 1.51  0.00
C 2.53 5.12 2.53  0.00
C 3.30 3.96 1.92  0.00
O 1.73 4.77 3.68  0.00
P 0.93 3.38 3.91  0.00
S 2.10 1.96 4.62  0.00
S -0.14 2.93 2.30  0.00
O 0.01 3.86 5.15  0.00
C -0.72 5.08 5.33  0.00
C -1.44 5.57 4.09  0.00
C 0.19 6.14 5.93  0.00
H 2.34 6.28 0.73  0.00
H 1.15 6.68 1.98  0.00
H 0.97 5.18 1.04  0.00
H 3.26 5.82 2.95  0.00
H 2.61 3.25 1.46  0.00
H 3.88 3.44 2.68  0.00
H 3.97 4.35 1.15  0.00
H -1.47 4.81 6.08  0.00
H -0.74 5.87 3.31  0.00
H -2.05 6.44 4.37  0.00
H -2.09 4.79 3.69  0.00
H 0.93 6.47 5.20  0.00
H 0.71 5.74 6.80  0.00
H -0.41 7.01 6.24  0.00

Calculated values
Relative energy (zero: lowest compared OMol25 entry of this formula, charge and spin) in kcal/mol: 37.67
Lowest unoccupied orbital energy (alpha / beta) in eV: 2.109 / 1.127
2S+1: 3
Calculated total energy in eV: -194437.4507
Total charge: -1
Maximum force in eV Å⁻¹: 0.64
HOMO-LUMO gap (alpha / beta) in eV: 6.81 / 5.91



(8)
Density functional theory data (wB97M-V/def2-TZVPD) for 3 unconnected molecules or ions with the total composition C46H54N2O10S at a distorted geometry.

Last column: Mulliken charge in e.
Cartesian coordinates (Å):
C -5.27 -3.43 -1.77  -0.92
C -5.55 -2.95 -0.27  -0.35
S -6.13 -1.20 -0.34  -0.23
C -5.04 -0.23 -1.47  -0.81
C -3.84 0.39 -0.69  0.88
C -3.26 -0.21 0.38  -0.52
C -2.04 0.43 1.13  -0.51
O -1.83 0.22 2.29  -0.52
C -1.13 1.35 0.24  0.78
C 0.29 1.53 0.52  -0.25
O 0.83 0.84 1.60  -0.54
C 1.08 2.38 -0.36  -0.61
C 0.53 3.09 -1.52  0.45
C 1.37 4.01 -2.45  -0.65
C 2.46 4.89 -1.70  -0.76
O 2.17 5.18 -0.33  -0.34
C 3.39 4.97 0.42  -0.31
C 3.03 5.00 1.97  -0.81
O 2.71 3.70 2.49  -0.38
C 3.79 3.08 3.10  0.29
C 4.12 1.71 2.67  -0.25
C 5.22 1.00 3.33  -0.08
C 6.04 1.57 4.38  0.09
C 7.21 0.81 5.13  2.04
C 8.57 1.61 5.13  -1.59
C 6.74 0.77 6.66  -1.60
C 7.33 -0.71 4.69  -1.76
C 8.26 -1.02 3.45  1.97
C 7.75 -2.44 2.88  -1.48
C 9.78 -1.28 3.85  -1.63
C 8.15 -0.01 2.24  -1.43
C 5.72 2.94 4.80  -0.76
C 4.62 3.64 4.16  -0.73
C -0.92 2.86 -1.78  0.81
C -1.54 3.55 -3.02  -1.17
C -0.91 2.76 -4.33  0.43
C -1.77 2.97 -5.70  -0.76
O -1.71 1.65 -4.83  -0.41
C -1.76 2.03 -0.93  0.43
C -3.27 1.79 -1.12  0.14
O -4.07 2.60 -1.54  -0.61
H -5.83 -2.79 -2.50  0.24
H -5.54 -4.50 -1.92  0.23
H -4.18 -3.32 -2.02  0.32
H -4.59 -3.09 0.29  0.28
H -6.32 -3.62 0.19  0.42
H -4.71 -0.81 -2.37  0.48
H -5.69 0.60 -1.85  0.39
H -3.60 -1.19 0.79  0.21
H 1.22 0.00 1.31  0.34
H 2.16 2.51 -0.15  0.12
H 0.76 4.70 -3.09  0.13
H 1.92 3.33 -3.17  0.35
H 3.46 4.41 -1.87  0.34
H 2.50 5.88 -2.24  0.35
H 3.85 3.97 0.22  0.32
H 4.06 5.85 0.23  0.37
H 2.08 5.60 2.03  0.28
H 3.79 5.57 2.57  0.42
H 3.56 1.17 1.88  0.23
H 5.41 -0.04 2.98  0.17
H 9.47 0.98 5.35  0.27
H 8.51 2.34 5.98  0.48
H 8.72 2.26 4.22  0.29
H 5.65 0.48 6.63  0.37
H 7.36 0.07 7.27  0.44
H 6.75 1.80 7.12  0.39
H 7.73 -1.27 5.58  0.36
H 6.29 -1.10 4.51  0.40
H 8.56 -2.99 2.34  0.37
H 6.88 -2.19 2.21  0.35
H 7.34 -2.99 3.76  0.35
H 9.88 -1.98 4.72  0.32
H 10.22 -1.83 2.96  0.47
H 10.38 -0.34 3.94  0.38
H 7.15 -0.09 1.73  0.31
H 8.42 1.04 2.48  0.16
H 8.90 -0.36 1.47  0.45
H 6.28 3.44 5.62  0.26
H 4.38 4.67 4.51  0.39
H -2.63 3.35 -3.18  0.40
H -1.27 4.62 -3.15  0.39
H 0.23 2.71 -4.44  0.21
H -1.46 2.37 -6.59  0.37
H -2.88 3.01 -5.56  0.27
O -5.59 -6.06 -3.43  -0.61
N -4.38 -6.08 -3.36  1.02
O -3.67 -5.09 -3.27  -0.60
C -3.71 -7.39 -3.38  0.11
C -4.48 -8.54 -3.51  -0.30
C -3.85 -9.77 -3.55  -0.47
C -2.46 -9.85 -3.46  -0.39
C -1.71 -8.69 -3.32  -0.47
C -2.33 -7.45 -3.28  -0.28
H -5.56 -8.49 -3.58  0.43
H -4.44 -10.67 -3.66  0.37
H -1.97 -10.81 -3.50  0.37
H -0.63 -8.76 -3.25  0.36
H -1.73 -6.56 -3.17  0.42
O -13.66 1.51 -3.03  -0.60
N -12.68 1.27 -3.71  0.99
O -12.66 1.28 -4.93  -0.60
C -11.43 0.94 -3.01  -0.09
C -11.42 0.88 -1.63  -0.26
C -10.24 0.54 -0.97  -0.65
C -9.09 0.27 -1.70  0.42
C -9.11 0.34 -3.09  -0.25
C -10.29 0.68 -3.75  -0.48
H -12.31 1.09 -1.05  0.44
H -10.23 0.48 0.11  0.39
H -8.18 0.00 -1.18  -0.12
H -8.21 0.13 -3.65  0.41
H -10.29 0.73 -4.83  0.43

Calculated values
Lowest unoccupied orbital energy in eV: -0.791
Calculated total energy in eV: -82854.4855
Maximum force in eV Å⁻¹: 5.04
HOMO-LUMO gap in eV: 7.68



> Look up the calculated total energy of the second one.

-99504.4075 eV



> calculated total energy of number 7 (C44H76N2O7PS3SeTi)?

-194437.4507 eV



> What is the formula in the sixth record?

C4H9IN



> What is the calculated total energy in the second record?

-99504.4075 eV